109
Properties=species:S:1:pos:R:3:mulliken_charge:R:1 method="wB97M-V/def2-TZVPD" energy_ha=-3260.01308 homo_energy_ev=-8.65 largest_force_ev_per_a=8.9 gap_ev=6.6877
C 4.1014 -0.2500 -0.4180 -0.59
C 3.6449 0.5162 -1.8231 1.62
O 4.7800 1.2586 -2.4593 -0.45
C 2.9440 -0.4849 -2.9193 -0.62
O 1.5320 -0.0948 -3.2347 -0.26
C 0.6738 -0.3003 -2.0500 0.04
C 0.4087 -1.8890 -1.6203 -0.44
C -0.5401 -2.2984 -0.3390 -0.11
O -0.7532 -3.7511 -0.0555 -0.49
C -1.2274 -1.0910 0.5841 0.47
N -2.1458 -1.3129 1.8031 -0.46
S -2.4999 0.3606 2.2623 0.20
N -1.6671 1.3868 1.0720 -0.06
C -0.9140 0.4788 0.1252 -0.18
C 0.0098 0.9463 -1.1537 0.23
C 0.2928 2.4856 -1.6381 -0.11
C 1.1163 3.4173 -0.5717 -0.46
O 0.5200 3.5162 0.7689 -0.22
C -0.4198 4.6809 0.6492 0.08
O -1.6976 4.3670 0.3363 -0.43
H 3.8516 -1.4133 -0.4467 0.20
H 5.2524 -0.0850 -0.2554 0.03
H 3.5458 0.2183 0.5261 0.22
H 2.8676 1.3358 -1.5150 -1.16
H 5.5999 0.6888 -2.3648 0.47
H 3.5348 -0.3662 -3.9251 0.21
H 3.0375 -1.5900 -2.5384 0.12
H 0.8745 -2.7904 -2.2471 0.34
H -1.6116 -4.0674 -0.4739 0.26
H 0.9824 2.4059 -2.6094 0.09
H -0.7096 3.0154 -2.0048 0.40
H 2.2636 3.1477 -0.4653 0.30
H 1.1022 4.5240 -1.0196 0.42
H -0.0738 5.8056 0.7622 0.28
O 0.6861 -4.7491 2.5818 -0.65
H 0.1341 -4.0319 2.2355 0.32
H 0.9802 -5.2220 1.7889 0.31
O -3.9127 -3.4317 -0.7186 -0.55
H -4.3799 -2.6054 -0.9131 0.27
H -4.3070 -3.7334 0.1135 0.30
O -6.4235 -4.2111 -2.6424 -0.64
H -6.2668 -5.1671 -2.6248 0.30
H -5.5494 -3.8275 -2.4761 0.35
O 3.2198 -3.5591 -3.5147 -0.58
H 3.4692 -3.2433 -4.3962 0.30
H 4.0404 -3.9318 -3.1587 0.29
O -4.3305 3.1373 2.0453 -0.66
H -4.8495 3.9553 2.0240 0.27
H -3.4906 3.3819 1.6286 0.34
O -1.4376 -0.2572 6.0383 -0.59
H -1.9895 0.4599 5.6919 0.30
H -1.1435 -0.7302 5.2453 0.23
O 1.7748 1.3576 -6.1278 -0.72
H 1.6986 1.0770 -5.2035 0.36
H 0.9560 1.8494 -6.2913 0.31
O -2.1802 -1.8367 8.6246 -0.61
H -1.9308 -1.5209 7.7431 0.30
H -1.3596 -2.2094 8.9806 0.34
O 1.4748 -0.7105 2.7700 -0.53
H 1.3986 -0.9912 3.6943 0.29
H 0.6560 -0.2187 2.6064 0.26
O -0.9802 0.5051 -7.1980 -0.65
H -0.7308 0.8208 -8.0795 0.32
H -0.1596 0.1324 -6.8420 0.34
O -5.9992 4.0973 -0.7981 -0.62
H -5.2839 3.8075 -0.2124 0.32
H -6.7874 3.6645 -0.4371 0.32
O -0.4003 5.5743 -2.5903 -0.63
H -0.8675 6.4006 -2.7848 0.33
H -0.7946 5.2727 -1.7582 0.28
O -1.4626 3.9764 4.1472 -0.62
H -2.2094 4.5935 4.1671 0.31
H -1.0904 4.0877 3.2595 0.29
O 7.0370 2.4475 -4.0425 -0.61
H 6.1356 2.7844 -3.9289 0.31
H 7.2651 2.6915 -4.9521 0.30
O -5.0626 -1.3911 -2.3567 -0.54
H -5.8094 -0.7740 -2.3369 0.26
H -4.6904 -1.2798 -3.2444 0.28
O -3.1441 -2.4927 4.5431 -0.39
H -2.8948 -2.1769 3.6616 0.32
H -2.3235 -2.8653 4.8991 0.25
O 5.8435 -1.4920 -2.3281 -0.50
H 6.4998 -1.8006 -2.9706 0.23
H 6.2944 -1.5752 -1.4744 0.29
O -1.5892 -2.5895 11.2923 -0.61
H -1.6653 -2.8701 12.2166 0.29
H -2.4079 -2.0976 11.1287 0.32
O 3.1924 4.4875 2.1692 -0.63
H 2.2590 4.3133 1.9759 0.32
H 3.2863 4.2499 3.1039 0.31
O -2.1523 -2.6569 -3.8615 -0.65
H -2.0750 -2.8448 -2.9140 0.35
H -1.4350 -2.0289 -4.0349 0.30
O 6.9211 -1.4629 1.0770 -0.63
H 6.7392 -2.0008 1.8622 0.31
H 6.7774 -0.5531 1.3780 0.33
O -3.8789 -5.0227 2.7100 -0.61
H -4.0608 -5.5606 3.4952 0.28
H -4.0226 -4.1129 3.0110 0.35
O 5.8689 -5.0349 -3.0732 -0.60
H 6.0256 -5.9910 -3.0557 0.29
H 6.7431 -4.6513 -2.9069 0.29
O -0.6015 7.8609 -4.1030 -0.64
H -1.1534 8.5780 -4.4494 0.30
H -0.3074 7.3879 -4.8960 0.32
O -5.8441 -1.3841 5.1905 -0.62
H -5.5948 -1.0683 4.3090 0.28
H -5.0235 -1.7568 5.5465 0.32

---

14
Properties=species:S:1:pos:R:3:mulliken_charge:R:1 method="wB97M-V/def2-TZVPD" energy_ha=-563.66987 e_above_lowest_kcal_mol=89.63 homo_energy_ev=-7.66 largest_force_ev_per_a=4.3 gap_ev=8.1809
C 0.7477 -1.4362 -0.7900 -0.65
C 0.6487 2.3670 0.4602 -0.59
C 1.0835 -0.6512 0.2243 0.00
C 0.1521 -0.5767 1.3468 -0.80
N -0.2444 1.8456 -0.3144 0.51
N -0.8736 1.1355 -0.9287 -0.52
I 2.8592 0.5195 -0.0019 0.09
H -0.1683 -2.0449 -0.7943 0.26
H 1.2457 -1.4616 -1.7724 0.27
H 0.5135 2.4224 1.5509 0.30
H 1.0877 3.3207 0.1744 0.31
H 0.3321 -1.2600 2.3018 0.28
H -0.8548 -0.5131 0.9783 0.35
H 0.3271 0.4031 1.8389 0.19

---

45
Properties=species:S:1:pos:R:3:mulliken_charge:R:1 method="wB97M-V/def2-TZVPD" energy_ha=-2316.48968 e_above_lowest_kcal_mol=0.00 homo_energy_ev=-5.10 largest_force_ev_per_a=17.5 gap_ev=5.0663
Mg 0.1757 -0.7360 0.4830 1.15
C 0.6761 -2.4659 1.6590 0.73
O 1.4038 -2.1845 0.7137 -0.76
O -0.3885 -2.5022 1.0861 -0.78
O 0.5888 -1.3997 2.2570 -0.75
C 3.0796 1.0759 2.0769 -0.86
S 2.7561 1.3895 0.2639 0.27
O 1.4465 0.6596 0.0997 -0.61
C 2.2831 3.1429 0.5207 -1.00
H 2.2947 1.5058 2.6991 0.13
H 4.0225 1.5449 2.3582 0.49
H 3.1469 -0.0071 2.1806 0.30
H 2.4100 3.6204 -0.4509 0.34
H 3.0339 3.6630 1.1156 0.44
H 1.2801 3.3477 0.8950 0.25
C -0.6626 1.4366 3.7768 -0.93
S -1.7539 1.2748 2.2887 0.34
O -0.9101 0.5937 1.1669 -0.30
C -2.7436 -0.1409 2.9099 -0.92
H 0.1499 0.7119 3.8286 0.26
H -1.2729 1.3310 4.6738 0.40
H -0.0780 2.3531 3.8557 0.37
H -2.1069 -1.0012 3.1161 0.29
H -3.4192 -0.5527 2.1602 0.29
H -3.2619 0.0413 3.8513 0.40
C -1.9313 1.1209 -2.8523 -1.11
S -1.7430 -0.5646 -2.1685 0.43
O -0.5845 -0.5276 -1.2125 0.04
C -3.2998 -0.4985 -1.1185 -0.79
H -2.8284 1.1379 -3.4712 0.47
H -1.1290 1.4014 -3.5347 0.33
H -1.9863 1.8614 -2.0543 0.29
H -3.1981 0.0502 -0.1822 -0.10
H -3.5916 -1.5288 -0.9148 0.36
H -4.1472 0.0686 -1.5036 0.48
C 1.5472 -0.6302 -3.2522 -0.30
C 1.7834 -2.1273 -3.3121 0.71
O 2.8428 -2.6487 -3.5725 -0.58
C 0.6582 -3.0390 -2.8220 -0.64
H 1.3863 -0.3178 -2.2203 -0.24
H 0.5907 -0.5140 -3.7618 0.14
H 2.3939 -0.0699 -3.6487 0.38
H 0.9509 -4.0732 -2.6407 0.33
H -0.1872 -3.0766 -3.5091 0.32
H 0.3230 -2.7259 -1.8333 -0.09

---

65
Properties=species:S:1:pos:R:3:mulliken_charge:R:1 method="wB97M-V/def2-TZVPD" energy_ha=-2138.77853 e_above_lowest_kcal_mol=2.95 homo_energy_ev=-10.48 charge=+1 largest_force_ev_per_a=0.3 gap_ev=6.2736
W -0.5093 -0.1314 -0.5358 1.53
N -2.0355 1.5341 -0.6966 -0.55
C -1.7975 2.3305 -1.9159 -0.55
C -1.2016 1.4388 -2.9905 0.40
O -1.1204 1.7660 -4.1466 -0.62
N -0.7546 0.2283 -2.4850 0.64
C -0.3954 -0.8102 -3.4347 -0.50
C -0.3164 -2.1242 -2.6688 0.40
O -0.0732 -3.1701 -3.1975 -0.62
O -0.5669 -1.9888 -1.3666 -0.66
H -2.9845 1.1736 -0.6602 0.32
H -1.9081 2.0906 0.1450 0.37
H -1.0805 3.1185 -1.6881 0.21
H -2.7034 2.7957 -2.2998 0.47
H 0.5753 -0.6062 -3.8943 0.24
H -1.1215 -0.8862 -4.2452 0.56
C -3.4211 -1.4252 -1.4120 -1.12
O -2.6443 -1.0883 -0.2388 -0.22
C -2.5554 -2.1303 0.7038 1.00
C -3.5602 -3.0454 0.9242 -0.84
C -3.3363 -4.0545 1.8582 -0.64
C -2.1357 -4.1370 2.5416 -0.84
C -1.1371 -3.1964 2.3142 -0.44
C -1.3554 -2.1891 1.3981 0.12
N -0.3958 -1.1593 1.1698 -0.56
N -0.9627 0.1180 1.4131 -0.64
C -0.0857 1.0648 2.0234 0.25
C 0.6377 1.8403 1.1633 0.73
O 0.4825 1.5460 -0.1707 -0.13
C 1.4913 2.8606 1.6218 -1.11
C 1.5941 3.0554 2.9689 -1.14
C 0.8624 2.2656 3.8954 0.53
C 0.9726 2.4669 5.2921 -0.86
C 0.2523 1.7037 6.1651 -0.64
C -0.6172 0.7002 5.6852 -0.64
C -0.7465 0.4738 4.3439 -0.70
C -0.0071 1.2522 3.4233 1.08
H -3.1086 -2.3946 -1.7950 0.47
H -3.2318 -0.6523 -2.1526 0.39
H -4.4769 -1.4319 -1.1521 0.36
H -4.4966 -3.0058 0.3869 0.38
H -4.1132 -4.7849 2.0372 0.44
H -1.9727 -4.9323 3.2554 0.43
H -0.1930 -3.2330 2.8407 0.51
H 2.0527 3.4601 0.9169 0.47
H 2.2469 3.8287 3.3536 0.41
H 1.6391 3.2388 5.6569 0.41
H 0.3433 1.8665 7.2305 0.40
H -1.1854 0.1070 6.3894 0.42
H -1.4122 -0.2942 3.9716 0.52
C 4.2507 -1.5698 -2.7575 -0.90
N 3.7205 -0.2239 -2.6372 -0.01
C 4.0603 0.7965 -3.6345 -0.64
C 3.2722 2.0157 -3.1456 -0.69
N 2.2874 1.3926 -2.2592 0.38
C 2.6594 0.1524 -1.9309 0.60
S 1.9104 -0.8689 -0.7712 -0.74
H 5.3347 -1.5408 -2.6585 0.31
H 3.9902 -1.9884 -3.7316 0.33
H 3.8370 -2.2018 -1.9779 0.34
H 3.7298 0.4572 -4.6199 0.34
H 5.1343 0.9667 -3.6640 0.41
H 2.7860 2.5536 -3.9555 0.36
H 3.9033 2.7063 -2.5837 0.34
H 1.6930 1.8993 -1.6152 0.11

---

114
Properties=species:S:1:pos:R:3:mulliken_charge:R:1 method="wB97M-V/def2-TZVPD" energy_ha=-3061.66029 homo_energy_ev=-3.83 charge=-1 largest_force_ev_per_a=2.6 gap_ev=5.6682
C -3.2899 0.2262 1.1162 -0.85
C -2.2465 1.0887 0.3948 0.58
O -1.1249 1.4340 1.2055 -0.23
C -1.8003 0.5422 -0.9695 -0.81
N -1.3714 -0.8494 -1.0246 -0.07
C -0.1459 -1.1926 -0.3060 -0.79
C 1.0873 -0.3565 -0.6543 0.20
O 1.5505 0.2535 0.5453 -0.34
Al 2.7940 1.4829 0.2371 0.16
F 4.1952 0.6189 -0.3845 -0.47
P 3.3991 2.6668 2.1945 0.19
C 3.8697 4.3555 1.5432 -1.02
O 4.8607 2.0612 2.8266 -0.56
H -3.1982 0.4538 2.1855 0.25
H -4.2885 0.5507 0.8167 0.42
H -3.1299 -0.8427 0.9785 -0.20
H -2.7450 2.0514 0.2002 -0.17
H -0.8768 0.6885 1.7618 0.16
H -1.0663 1.2403 -1.3813 0.33
H -2.6834 0.6059 -1.6312 0.37
H -2.1025 -1.4743 -0.7084 0.25
H 0.0705 -2.2342 -0.5949 0.50
H -0.2849 -1.2264 0.7869 0.24
H 1.9032 -1.0133 -0.9989 -0.32
H 0.8985 0.3600 -1.4657 0.33
H 2.2423 2.5458 -0.8251 -0.29
H 3.8752 4.3853 0.4479 0.26
H 3.1345 5.0884 1.8823 0.30
H 4.8707 4.6483 1.8727 0.32
H 4.8668 2.2229 3.7716 0.29
C -0.7585 -1.7767 -5.6740 -0.68
C -0.7646 -1.7739 -4.2126 0.30
N -0.7735 -1.7414 -3.0621 -0.23
H -0.9422 -2.7849 -6.0419 0.26
H -1.5315 -1.1129 -6.0579 -0.01
H 0.2103 -1.4383 -6.0377 0.28
C -2.0326 4.9933 0.6402 0.13
C -0.8106 5.1021 -0.1543 0.34
N 0.1464 5.1870 -0.7821 -0.49
H -2.8247 4.5520 0.0369 0.21
H -1.8535 4.3588 1.5069 -0.08
H -2.3470 5.9745 0.9742 -0.17
C -3.1089 -3.2797 3.2691 -0.87
C -3.4480 -3.1671 1.8556 0.55
N -3.7019 -3.0705 0.7405 -0.55
H -3.6851 -4.0846 3.7213 0.34
H -2.0490 -3.5028 3.3742 0.26
H -3.3323 -2.3453 3.7849 0.26
C -1.3462 -6.7234 0.8617 -0.82
C -1.3753 -6.5603 2.3114 0.44
N -1.3999 -6.4250 3.4514 -0.48
H -1.4164 -7.7760 0.6104 0.24
H -2.1852 -6.1960 0.4131 0.27
H -0.4161 -6.3206 0.4627 0.33
C -2.7040 8.2558 3.6831 -0.84
C -3.4882 7.2274 3.0140 0.53
N -4.1079 6.4330 2.4630 -0.50
H -3.3191 8.7698 4.4201 0.32
H -1.8537 7.7998 4.1854 0.28
H -2.3465 8.9766 2.9483 0.30
C 6.7317 0.9399 -1.9885 0.24
C 6.9458 1.6044 -3.2704 0.36
N 7.1164 2.1276 -4.2783 -0.48
H 7.4938 1.2583 -1.2783 0.34
H 5.7450 1.1888 -1.5947 -0.06
H 6.7963 -0.1385 -2.1151 -0.34
C 4.7094 -2.1416 -2.6645 -0.26
C 3.8185 -3.0947 -3.3164 0.19
N 3.1198 -3.8467 -3.8306 -0.41
H 4.1595 -1.5739 -1.9103 0.14
H 5.5265 -2.6678 -2.1849 0.12
H 5.1162 -1.4516 -3.4008 0.19
C -3.5215 -10.7051 1.6828 -0.80
C -3.6423 -9.4842 0.8926 0.37
N -3.7370 -8.5245 0.2713 -0.38
H -2.4732 -10.9826 1.7762 0.27
H -3.9364 -10.5435 2.6758 0.26
H -4.0626 -11.5145 1.1967 0.29
C -4.2961 0.0829 -6.2345 -0.88
C -4.3887 0.2975 -4.7935 0.37
N -4.4617 0.4683 -3.6622 -0.34
H -4.4354 -0.9729 -6.4608 0.28
H -5.0645 0.6606 -6.7447 0.32
H -3.3183 0.3987 -6.5935 0.21
C -4.4517 7.7957 -1.4977 -0.85
C -3.4276 8.3675 -0.6319 0.41
N -2.6266 8.8072 0.0605 -0.41
H -5.1845 7.2626 -0.8942 0.27
H -4.9515 8.5873 -2.0529 0.33
H -3.9942 7.1007 -2.1997 0.27
C 2.4465 -6.7230 -5.6004 -0.56
C 2.7473 -8.1310 -5.3567 0.30
N 2.9824 -9.2381 -5.1661 -0.39
H 1.4181 -6.6203 -5.9419 0.24
H 2.5759 -6.1452 -4.6865 0.19
H 3.1158 -6.3286 -6.3623 0.25
C 9.2815 -2.3896 -0.3400 -0.84
C 8.4528 -2.3912 -1.5402 0.45
N 7.8004 -2.3826 -2.4838 -0.47
H 9.1681 -1.4419 0.1835 0.28
H 8.9764 -3.1993 0.3200 0.28
H 10.3264 -2.5249 -0.6128 0.29
C -1.1610 2.3072 4.5830 -0.26
C -2.1657 1.2827 4.8514 0.45
N -2.9547 0.4776 5.0697 -0.53
H -0.5183 2.4256 5.4540 0.30
H -0.5513 2.0171 3.7278 0.07
H -1.6455 3.2568 4.3614 -0.06
C -1.6845 4.3147 7.7335 -0.89
C -1.5763 5.1592 6.5482 0.36
N -1.4901 5.8222 5.6165 -0.35
H -0.7030 3.9268 8.0004 0.29
H -2.0769 4.8955 8.5660 0.33
H -2.3557 3.4809 7.5333 0.26

---

8
Properties=species:S:1:pos:R:3:mulliken_charge:R:1 method="wB97M-V/def2-TZVPD" energy_ha=-221.28910 e_above_lowest_kcal_mol=77.52 homo_energy_ev=-8.68 largest_force_ev_per_a=4.2 gap_ev=9.5843
N -1.2262 1.0058 -0.0448 -0.84
N -0.9301 -1.1622 -0.0475 -0.81
N 0.8298 0.3754 -0.1282 -0.51
N -0.4358 -0.0079 -0.1618 1.10
H -2.1152 0.6146 -0.0402 0.29
H -0.2649 -1.9532 -0.1723 0.21
H 1.0203 1.3926 -0.0078 0.31
H 1.5179 -0.2456 -0.6224 0.25

---

7
Properties=species:S:1:pos:R:3:mulliken_charge:R:1 method="wB97M-V/def2-TZVPD" energy_ha=-3360.47162 e_above_lowest_kcal_mol=47.66 homo_energy_ev="-3.44 / -4.76" charge=-1 largest_force_ev_per_a=3.8 gap_ev="3.2559 / 6.0867"
C 0.8268 0.4409 0.2860 0.32
O -1.1921 0.8065 1.8786 -0.52
O -1.5259 -0.4440 -0.1907 -0.46
F 1.5767 1.4123 0.9040 -0.18
F 1.2248 0.4267 -1.0380 -0.14
S -0.9915 0.7433 0.4672 0.68
Br 0.0812 -3.3857 -2.3071 -0.70

---

9
Properties=species:S:1:pos:R:3:mulliken_charge:R:1 method="wB97M-V/def2-TZVPD" energy_ha=-714.62273 e_above_lowest_kcal_mol=56.87 homo_energy_ev="-14.63 / -15.50" charge=+1 largest_force_ev_per_a=4.7 gap_ev="5.8966 / 9.2039"
C 1.6244 0.4110 0.0054 -0.06
C -0.5151 0.3483 0.0352 0.10
N 1.1319 1.6228 -0.0382 0.00
N -0.1635 1.5993 -0.0243 -0.06
N 0.5828 -0.4541 0.0509 -0.06
O -2.9323 -1.8177 -0.1111 -0.19
S -3.0043 -0.4068 -0.0157 0.63
H 2.6648 0.1606 0.0062 0.42
H 0.6115 -1.4634 0.0917 0.21